1.
{
  "formula": "C5H16NO",
  "method": "wB97M-V/def2-TZVPD",
  "lumo_ha": -0.1180,
  "e_above_lowest_ev": 0.943,
  "charge": 1,
  "energy_ha": -329.84618,
  "orbital_gap_ha": 0.4201,
  "largest_force_ev_per_a": 2.64,
  "elements": ["C", "C", "C", "C", "C", "N", "H", "H", "H", "H", "H", "H", "H", "H", "H", "H", "H", "H", "H", "H", "H", "H", "O"],
  "coordinates": [[0.54618, -0.01047, -0.55771], [-0.94376, -0.16399, -0.32891], [-1.72877, 0.57674, -1.46902], [-1.30686, -1.65196, -0.28744], [-0.68813, -2.49713, 0.83822], [0.99896, 1.43514, -0.59285], [0.76805, -0.31969, -1.60983], [1.24949, -0.52692, 0.09607], [-1.15890, 0.22666, 0.67651], [-1.32552, 0.12834, -2.40752], [-2.80674, 0.52377, -1.27819], [-1.48858, 1.65336, -1.42103], [-2.35848, -1.87372, -0.15817], [-1.13740, -2.09070, -1.29512], [-0.53491, -1.79546, 1.67223], [-1.46365, -3.22124, 1.12386], [0.10549, -3.13559, 0.46371], [1.55438, 1.73323, -1.39968], [0.15711, 1.98786, -0.78489], [1.61160, 1.61421, 0.23650], [2.18380, 2.49248, 2.51418], [3.29670, 1.45804, 2.16071], [2.37231, 1.70139, 2.00177]],
  "atomic_forces_ev_per_a": [[1.068, -0.403, -2.377], [-0.631, 0.004, 0.404], [1.283, -0.263, 1.158], [-0.045, -0.998, -0.994], [-0.974, 0.095, -0.514], [0.250, 0.377, -0.210], [-0.203, -0.380, 0.858], [-0.465, -0.092, 0.167], [-0.229, 0.268, -0.221], [-0.986, 0.497, 0.358], [0.312, -0.313, -0.525], [-0.203, -0.197, -0.392], [-0.570, 1.112, -0.147], [0.331, 0.167, 0.468], [0.655, -0.804, 0.039], [0.279, 0.262, 0.286], [0.751, 0.480, 0.550], [0.309, -0.841, -0.058], [0.109, 0.398, 1.226], [-0.968, 0.658, 0.216], [0.164, 0.043, 0.169], [-0.290, 0.206, 0.122], [0.053, -0.274, -0.585]]
}


2.
{
  "formula": "C20H38BN11OP",
  "method": "wB97M-V/def2-TZVPD",
  "lumo_ha": 0.0598,
  "charge": -1,
  "energy_ha": -1828.46374,
  "orbital_gap_ha": 0.1409,
  "largest_force_ev_per_a": 1.55,
  "elements": ["N", "B", "O", "P", "H", "H", "H", "H", "H", "H", "H", "H", "C", "C", "N", "H", "H", "H", "C", "C", "N", "H", "H", "H", "C", "C", "N", "H", "H", "H", "C", "C", "N", "H", "H", "H", "C", "C", "N", "H", "H", "H", "C", "C", "N", "H", "H", "H", "C", "C", "N", "H", "H", "H", "C", "C", "N", "H", "H", "H", "C", "C", "N", "H", "H", "H", "C", "C", "N", "H", "H", "H"],
  "coordinates": [[4.61131, -4.67776, 4.32095], [3.70899, -3.52200, 4.17801], [4.24390, -2.22257, 4.42937], [1.85421, -3.87483, 3.59825], [5.54644, -4.35951, 4.55617], [4.62282, -5.11853, 3.40779], [4.32579, -1.82636, 3.55876], [1.89837, -2.68521, 2.74607], [1.28222, -3.03742, 4.67770], [1.79699, -5.06885, 4.48575], [2.43127, -4.71408, 2.48519], [0.49350, -4.21852, 3.07537], [-0.39145, -1.74143, -0.07084], [0.98898, -2.17102, 0.15184], [2.05306, -2.52708, 0.34797], [-0.48910, -1.31344, -1.06951], [-1.05487, -2.59783, 0.01565], [-0.67167, -0.99534, 0.66428], [-2.74962, 2.01866, 0.46051], [-2.84259, 0.64859, 0.95952], [-2.91705, -0.44003, 1.29621], [-2.06969, 2.04856, -0.38694], [-3.73058, 2.36395, 0.14638], [-2.37150, 2.67524, 1.24048], [2.82663, -1.04303, -2.57217], [2.29924, -0.26652, -3.69776], [1.88777, 0.35159, -4.56750], [3.61638, -0.48797, -2.08018], [2.03727, -1.24286, -1.85375], [3.22820, -1.98869, -2.92740], [6.00684, 0.33768, 1.20969], [5.78737, -0.35466, -0.06179], [5.61610, -0.89187, -1.05518], [7.06975, 0.48863, 1.37023], [5.50699, 1.30446, 1.19261], [5.60604, -0.25410, 2.02876], [-4.55970, 2.92976, -3.12608], [-5.04676, 3.24795, -1.78322], [-5.43792, 3.48786, -0.73615], [-3.84210, 2.11250, -3.07244], [-5.39236, 2.62931, -3.75801], [-4.08148, 3.80600, -3.55862], [-7.78249, 0.45861, -1.31642], [-7.34364, 0.35947, -2.71165], [-7.00803, 0.27705, -3.79591], [-8.77451, 0.02383, -1.21302], [-7.08830, -0.07711, -0.67188], [-7.81408, 1.50327, -1.01206], [-1.40289, -5.72900, 1.60929], [-1.97332, -5.00324, 0.47590], [-2.41987, -4.42529, -0.40436], [-0.61229, -5.12485, 2.07911], [-2.18127, -5.93132, 2.34242], [-0.97798, -6.66996, 1.26486], [9.35306, 3.24819, 1.99150], [8.69900, 2.11250, 2.64192], [8.18844, 1.22396, 3.14588], [10.43258, 3.11886, 2.02549], [9.03282, 3.31163, 0.95333], [9.08620, 4.16913, 2.50534], [0.99596, 3.51303, -1.34029], [0.66853, 2.63969, -0.21190], [0.41237, 1.94666, 0.65890], [0.73043, 3.02142, -2.27452], [0.44395, 4.44712, -1.25542], [2.06246, 3.72655, -1.34174], [-8.46787, 4.32036, -3.83613], [-7.29271, 4.87911, -4.50469], [-6.37921, 5.31251, -5.02543], [-8.15639, 3.55675, -3.12564], [-8.99767, 5.10864, -3.30560], [-9.13127, 3.87321, -4.57329]],
  "atomic_forces_ev_per_a": [[0.002, 1.385, -0.121], [0.171, -0.473, 0.350], [0.275, -0.558, 0.080], [0.572, 0.082, 0.141], [0.143, -0.158, -0.146], [-0.160, -0.602, 0.223], [-0.321, 0.339, 0.013], [-0.121, 0.186, -0.044], [-0.206, 0.115, 0.197], [-0.119, -0.229, -0.116], [-0.021, -0.274, -0.216], [-0.281, 0.175, 0.037], [0.352, -0.060, 0.038], [-1.320, 0.281, -0.137], [1.218, -0.230, -0.213], [-0.030, -0.017, -0.015], [-0.041, 0.105, -0.037], [0.067, -0.015, 0.071], [-0.116, -0.129, 0.135], [0.080, 0.778, -0.388], [-0.260, -0.600, 0.327], [0.056, -0.022, 0.017], [0.064, -0.054, 0.152], [0.064, -0.010, -0.008], [-0.283, 0.207, -0.366], [0.328, -0.496, 0.702], [-0.280, 0.445, -0.519], [0.076, -0.039, 0.015], [0.030, -0.046, 0.006], [0.036, -0.009, 0.041], [-0.100, -0.184, -0.360], [0.039, 0.391, 0.792], [0.102, -0.250, -0.601], [-0.129, -0.111, -0.027], [-0.031, -0.006, 0.018], [0.024, -0.002, 0.034], [0.040, 0.065, 0.171], [0.135, -0.148, -0.940], [-0.414, 0.197, 0.512], [-0.022, -0.027, 0.007], [0.017, -0.044, -0.021], [-0.030, 0.014, -0.023], [0.064, -0.019, -0.183], [-0.456, 0.069, 1.478], [0.378, 0.047, -1.240], [0.001, -0.019, -0.006], [0.020, 0.010, -0.002], [0.049, 0.000, 0.029], [-0.054, 0.059, -0.252], [0.277, -0.521, 0.699], [-0.312, 0.259, -0.566], [0.005, 0.010, 0.076], [0.007, 0.029, 0.022], [0.014, -0.001, -0.010], [-0.091, -0.135, 0.077], [0.449, 0.685, -0.286], [-0.128, -0.406, 0.438], [0.010, 0.005, -0.008], [0.005, 0.007, -0.009], [0.001, 0.012, -0.003], [-0.065, -0.116, 0.131], [0.291, 0.471, -0.690], [-0.163, -0.377, 0.535], [0.039, -0.017, -0.022], [0.007, 0.013, -0.003], [0.011, -0.002, -0.024], [0.129, 0.054, -0.073], [-1.174, -0.546, 0.658], [1.079, 0.485, -0.570], [-0.002, -0.006, 0.003], [0.002, -0.003, 0.016], [0.003, -0.021, 0.003]]
}


3.
{
  "formula": "C30H75IN5O10",
  "method": "wB97M-V/def2-TZVPD",
  "lumo_ha": 0.0881,
  "e_above_lowest_ev": 0.000,
  "charge": -1,
  "energy_ha": -2511.08409,
  "orbital_gap_ha": 0.2678,
  "largest_force_ev_per_a": 13.37,
  "elements": ["I", "C", "O", "C", "C", "N", "C", "C", "O", "C", "H", "H", "H", "H", "H", "H", "H", "H", "H", "H", "H", "H", "H", "H", "H", "C", "O", "C", "C", "N", "C", "C", "O", "C", "H", "H", "H", "H", "H", "H", "H", "H", "H", "H", "H", "H", "H", "H", "H", "C", "O", "C", "C", "N", "C", "C", "O", "C", "H", "H", "H", "H", "H", "H", "H", "H", "H", "H", "H", "H", "H", "H", "H", "C", "O", "C", "C", "N", "C", "C", "O", "C", "H", "H", "H", "H", "H", "H", "H", "H", "H", "H", "H", "H", "H", "H", "H", "C", "O", "C", "C", "N", "C", "C", "O", "C", "H", "H", "H", "H", "H", "H", "H", "H", "H", "H", "H", "H", "H", "H", "H"],
  "coordinates": [[53.55200, 49.54900, 30.68300], [56.14900, 54.85100, 31.17000], [56.02900, 53.89100, 32.24100], [54.87300, 53.08500, 32.37200], [54.89100, 52.27900, 33.61700], [53.64300, 51.53000, 33.68500], [53.46900, 50.68100, 34.91700], [51.94100, 50.17600, 34.90800], [51.71100, 49.72000, 36.25700], [51.73600, 48.38100, 36.51600], [57.15200, 55.35700, 31.27800], [55.30800, 55.69600, 31.30700], [56.09300, 54.43900, 30.07000], [54.97500, 52.54800, 31.30500], [53.91900, 53.68200, 32.40200], [54.79100, 52.86900, 34.52900], [55.81000, 51.77900, 33.71200], [53.63900, 50.95100, 32.80800], [53.61200, 51.36600, 35.66100], [54.08900, 49.92300, 34.77600], [51.61500, 49.36300, 34.21600], [51.35400, 50.84400, 34.59600], [51.30100, 48.26100, 37.68300], [52.62400, 48.02900, 36.27800], [51.06500, 47.71900, 36.03500], [54.20400, 53.65100, 24.72000], [54.31300, 54.90400, 25.57900], [53.35500, 54.97700, 26.63900], [53.80500, 54.30300, 27.89900], [52.70700, 54.32900, 28.85000], [53.10200, 53.64100, 30.02100], [51.96300, 53.78400, 31.11100], [52.35200, 53.17100, 32.25300], [52.15200, 51.78700, 32.14100], [54.67300, 53.75600, 23.97400], [53.24300, 53.37700, 24.42600], [54.55400, 52.76000, 25.29300], [52.30800, 54.77800, 26.41500], [53.23400, 55.98000, 26.97100], [54.65300, 54.83100, 28.33900], [54.12700, 53.28000, 27.84100], [51.89700, 53.81700, 28.38000], [53.99500, 54.22000, 30.37100], [53.37900, 52.59900, 29.74700], [51.14300, 53.33400, 30.73900], [51.89200, 54.82600, 31.24100], [51.94400, 51.04800, 32.87500], [53.10600, 51.29600, 31.80900], [51.18100, 51.55900, 31.69100], [51.38100, 43.36700, 29.45000], [52.65600, 43.88600, 29.59800], [52.64000, 44.78300, 30.71200], [54.13300, 45.19200, 30.97000], [54.22200, 46.30700, 31.91900], [55.47900, 46.49500, 32.53400], [55.35300, 47.59900, 33.60500], [56.55600, 47.60600, 34.30200], [56.79600, 48.83000, 35.19500], [51.14000, 42.75300, 28.41600], [51.39000, 42.48300, 30.23600], [50.68500, 44.10200, 29.57800], [51.91600, 44.42400, 31.66200], [52.09600, 45.52300, 30.25000], [54.38700, 45.59000, 30.16800], [54.78600, 44.36700, 31.30900], [53.87300, 47.24300, 31.55100], [56.13200, 46.74000, 31.68700], [55.86800, 45.68500, 32.92400], [54.59800, 47.18600, 34.39700], [55.14900, 48.59100, 33.03800], [57.69100, 48.73300, 35.74700], [56.00300, 48.90700, 35.98000], [56.81000, 49.88700, 34.78700], [50.04300, 46.63000, 26.70000], [49.38600, 47.60700, 27.48500], [50.14100, 48.02200, 28.61900], [49.19900, 48.92200, 29.46300], [49.86100, 49.22500, 30.74500], [49.18300, 50.27000, 31.39500], [49.51100, 50.27400, 32.82300], [48.83700, 51.38800, 33.45900], [49.15600, 51.58800, 34.81500], [50.11300, 45.52200, 27.25000], [50.87800, 47.17000, 26.33000], [49.49300, 46.31000, 25.78100], [51.03800, 48.51400, 28.22500], [50.44300, 47.23800, 29.21400], [48.40800, 48.33200, 29.60200], [48.99800, 49.66100, 28.77000], [50.87500, 49.56300, 30.68800], [48.04500, 50.25500, 31.14800], [49.67500, 51.15500, 30.85900], [50.64700, 50.32500, 33.01100], [49.07700, 49.39000, 33.30600], [48.29200, 52.36300, 35.18800], [50.26800, 51.71900, 35.13800], [48.98600, 50.73200, 35.46000], [58.08400, 51.70900, 28.82100], [57.99500, 50.29800, 29.11200], [56.71100, 49.76400, 28.66900], [56.69500, 48.28900, 28.94100], [55.37800, 47.75000, 28.42600], [55.26400, 47.60900, 27.05000], [54.05800, 46.72500, 26.74800], [53.57000, 47.01400, 25.44300], [52.60800, 45.98500, 24.98200], [57.28300, 52.42300, 29.33000], [58.01100, 51.94100, 27.80100], [58.97500, 52.16600, 29.31100], [56.49400, 50.12200, 27.76200], [56.02400, 50.33400, 29.17200], [56.73700, 48.23500, 30.15500], [57.38000, 47.63300, 28.43300], [54.70100, 48.46000, 28.93300], [56.20000, 47.32600, 26.43900], [55.07200, 48.56400, 26.68000], [53.28000, 47.07600, 27.20800], [54.18300, 45.66900, 26.86200], [52.22800, 45.56900, 26.02200], [53.14600, 45.21500, 24.56100], [52.01400, 46.47600, 24.33600]],
  "atomic_forces_ev_per_a": [[0.413, -1.503, -1.123], [-1.222, 0.738, 0.145], [1.887, 1.601, 0.031], [0.153, 1.423, -3.603], [-1.250, 0.345, 1.289], [2.752, -1.471, 0.859], [-4.619, 2.043, -4.737], [6.436, -6.491, 2.875], [-1.437, 2.372, -0.568], [-4.469, 0.647, 4.376], [-1.069, -0.676, 0.044], [1.664, -1.704, -0.507], [-0.052, 0.349, 2.100], [-1.133, -0.148, 2.591], [2.048, -0.467, -0.131], [0.568, 0.950, -0.146], [1.407, -1.403, 0.052], [1.134, -0.201, 3.059], [0.415, 1.075, 2.627], [2.859, -3.592, 0.631], [1.337, -0.128, 0.334], [-4.042, 5.611, -1.115], [1.962, 0.203, -2.797], [4.692, -2.101, -0.126], [-1.410, -0.172, -1.329], [-4.733, -0.727, 12.488], [-1.177, -1.814, -1.466], [0.678, -0.118, -0.069], [-0.359, -0.192, 0.640], [-1.997, 0.120, -2.019], [0.029, 0.427, 1.059], [4.223, 0.391, -1.809], [-2.503, -0.849, 3.071], [-1.030, -0.701, -2.163], [7.081, 1.969, -10.093], [-2.216, 0.213, -0.136], [0.108, 0.727, -0.228], [-0.017, -0.975, -0.729], [0.470, 1.415, -0.276], [-0.003, 0.240, -0.113], [0.422, -0.864, -0.823], [1.270, 0.846, 0.921], [-0.865, -0.952, -0.154], [-0.048, 0.226, 0.766], [-3.313, -1.028, -1.409], [-0.575, 1.314, 0.438], [0.000, 0.937, 1.734], [-2.914, 1.914, -2.107], [0.543, 0.900, -2.010], [1.498, -5.998, -0.933], [0.800, -0.691, -0.314], [0.410, -1.961, 2.053], [-3.614, -1.993, 7.280], [-2.793, 0.161, 0.793], [-1.197, 4.660, -2.422], [-0.857, -0.465, -0.135], [2.392, 3.278, 1.953], [-2.367, -0.425, -0.651], [1.108, 1.922, 2.152], [-1.129, 1.691, -1.117], [-2.360, 1.707, 0.534], [2.325, 0.436, -2.184], [-1.072, 2.962, -0.037], [2.910, 2.584, -7.978], [-0.526, 0.256, -0.296], [0.554, -1.916, 0.179], [1.001, 0.717, 0.486], [1.594, -4.417, 2.315], [0.286, 1.341, -1.725], [-0.176, -1.407, 1.389], [1.204, -0.751, 0.128], [0.191, -0.468, -0.624], [-0.081, -1.502, -0.732], [-1.486, -2.079, 0.837], [-1.124, -0.985, -0.062], [-0.780, 1.774, -1.319], [5.897, -0.759, -0.217], [1.136, -1.381, -1.096], [-1.157, 2.463, -2.115], [0.148, 0.485, 2.380], [1.072, 0.003, -0.217], [-1.202, 1.359, 1.739], [0.711, 2.978, -0.936], [1.663, -0.584, -0.049], [-0.310, 0.829, 0.731], [0.063, 0.350, 0.420], [0.727, -2.199, 1.257], [-3.509, -2.001, 0.936], [-0.807, 2.575, -0.834], [-1.592, -1.194, -0.592], [1.866, 0.060, 0.751], [-1.706, 0.118, 1.105], [-2.614, -0.497, -0.650], [0.437, -0.345, -0.113], [2.784, -1.354, -0.715], [-2.349, 1.391, -1.032], [-0.640, -0.918, -0.186], [-0.838, 0.859, 3.428], [-0.135, 1.553, -0.680], [3.822, -0.640, 2.423], [-2.466, -0.413, 1.777], [0.661, 1.204, 5.277], [0.421, -0.859, -2.005], [3.387, -0.302, -3.406], [-0.196, -0.875, -2.409], [2.748, 0.474, 6.373], [0.705, -1.901, -0.722], [0.223, 0.065, -1.688], [-0.117, -0.889, -0.735], [-0.147, 0.465, -4.600], [-2.247, 0.542, 2.302], [0.003, -0.453, -2.959], [1.177, 0.390, 0.169], [0.789, -2.114, -1.892], [-1.027, -0.202, 1.410], [-0.791, 1.757, -1.607], [-4.082, 1.487, 4.439], [0.499, -0.692, 0.433], [-0.352, 0.603, -2.588], [1.166, -1.832, -1.315], [-2.632, 1.236, -1.914]]
}